Run A
Molecular formula: C2H7S2
Method: DFT, ωB97M-V with the def2-TZVPD basis set

Its total charge is -1. The calculation puts the frontier orbital gap at 5.6 eV. For the molar mass, the calculation gives 95.2 g mol⁻¹. The multiplicity is 1. The HOMO energy comes out at -0.0929 Ha.

The geometry in XYZ format:
```
11
Properties=species:S:1:pos:R:3:lowdin_charge:R:1
S 2.472 -2.184 2.402 -0.39
H 1.986 -1.442 3.401 -0.52
C 0.153 -0.911 -0.811 -0.48
S -1.298 -0.055 -1.327 0.67
C -1.235 1.631 -0.549 -0.46
H 0.905 -0.221 -1.067 0.00
H 0.437 -1.862 -1.346 0.07
H 0.245 -1.149 0.242 0.00
H -1.633 2.452 -1.208 0.02
H -1.787 1.670 0.550 0.08
H -0.244 2.070 -0.287 0.03
```

Run B
Molecular formula: C2H7S2
Method: DFT, ωB97M-V with the def2-TZVPD basis set

Its total charge is -1. The calculation puts the frontier orbital gap at 5.8 eV. For the molar mass, the calculation gives 95.2 g mol⁻¹. The multiplicity is 1. The HOMO energy comes out at -0.0962 Ha.

The geometry in XYZ format:
```
11
Properties=species:S:1:pos:R:3:lowdin_charge:R:1
S 2.793 -1.050 -0.819 -0.32
H 3.395 0.145 -0.906 -0.50
C -0.890 0.032 1.544 -0.45
S -1.852 0.401 0.067 0.66
C -0.543 0.183 -1.150 -0.48
H -1.389 0.412 2.432 0.01
H 0.102 0.461 1.398 0.03
H -0.763 -1.045 1.693 0.03
H -0.940 0.505 -2.113 0.02
H 0.315 0.807 -0.927 0.00
H -0.227 -0.851 -1.219 0.00
```

Run C
Molecular formula: C2H7S2
Method: DFT, ωB97M-V with the def2-TZVPD basis set

Its total charge is -1. The calculation puts the frontier orbital gap at 5.4 eV. For the molar mass, the calculation gives 95.2 g mol⁻¹. The multiplicity is 1. The HOMO energy comes out at -0.0785 Ha.

The geometry in XYZ format:
```
11
Properties=species:S:1:pos:R:3:lowdin_charge:R:1
C 1.443 -0.003 1.033 -0.53
S 2.494 0.434 -0.356 0.59
H 2.081 -0.615 1.671 0.01
H 0.629 -0.636 0.691 0.00
H 0.993 0.795 1.618 0.03
H 1.536 0.847 -1.234 -0.14
C -1.764 -0.173 -0.590 -0.78
S -2.389 0.297 -2.254 -0.08
H -2.644 -0.067 0.053 -0.03
H -0.891 0.349 -0.171 -0.05
H -1.488 -1.228 -0.461 -0.02
```

If we sort the structures by their calculated energies, the order from most to least stable is run B, run C, run A.

Run A
Molecular formula: C2H7S2
Method: DFT, ωB97M-V with the def2-TZVPD basis set

Its total charge is -1. The calculation puts the frontier orbital gap at 5.3 eV. For the molar mass, the calculation gives 95.2 g mol⁻¹. The multiplicity is 1. The HOMO energy comes out at -0.0895 Ha.

The geometry in XYZ format:
```
11
Properties=species:S:1:pos:R:3:lowdin_charge:R:1
S 3.371 -2.434 2.865 -0.44
H 2.325 -3.263 2.848 -0.53
C 0.525 -0.156 -0.431 -0.41
S -1.167 -0.336 -1.132 0.68
C -1.826 1.316 -0.884 -0.51
H 1.037 0.151 -1.394 0.03
H 1.076 -0.966 -0.031 0.01
H 0.675 0.587 0.383 0.05
H -2.712 1.416 -1.595 0.03
H -2.271 1.464 0.113 0.01
H -1.032 2.222 -0.742 0.09
```

Run B
Molecular formula: C2H7S2
Method: DFT, ωB97M-V with the def2-TZVPD basis set

Its total charge is -1. The calculation puts the frontier orbital gap at 6.8 eV. For the molar mass, the calculation gives 95.2 g mol⁻¹. The multiplicity is 1. The HOMO energy comes out at -0.1057 Ha.

The geometry in XYZ format:
```
11
Properties=species:S:1:pos:R:3:lowdin_charge:R:1
C 2.309 1.064 -0.784 -0.23
C 1.110 0.437 -0.039 -0.71
S -0.162 -0.257 -1.227 0.27
H 2.003 1.958 -1.391 0.06
H 2.699 0.373 -1.526 0.04
H 3.101 1.454 -0.094 0.06
H 1.419 -0.365 0.634 0.03
H 0.485 1.153 0.548 0.02
H -1.363 -0.276 -0.057 -0.30
S -1.528 -0.464 1.569 0.08
H -1.822 -1.765 1.343 -0.30
```

If we sort the structures by their calculated energies, the order from most to least stable is run B, run A.

Run A
Molecular formula: C21H21N3O4S
Method: DFT, ωB97M-V with the def2-TZVPD basis set

Its total charge is 0. The calculation puts the frontier orbital gap at 9.0 eV. For the molar mass, the calculation gives 411.5 g mol⁻¹. The multiplicity is 1. The HOMO energy comes out at -0.3075 Ha. As for the SMILES: O=C(O)[C@H]1Cc2c(ncn2Cc2ccccc2)CN1S(=O)(=O)Cc1ccccc1.

The geometry in XYZ format:
```
50
Properties=species:S:1:pos:R:3:lowdin_charge:R:1
O 2.215 2.568 1.021 0.10
C 1.065 2.245 1.302 -0.34
O 0.257 3.077 2.133 0.05
C 0.384 0.999 0.499 -0.19
C 1.265 -0.229 0.409 -0.05
C 0.695 -1.366 -0.453 -0.14
C -0.698 -1.517 -0.607 -0.20
N -0.970 -2.596 -1.395 0.12
C 0.223 -3.192 -1.513 -0.18
N 1.170 -2.568 -0.851 -0.07
C 2.541 -3.022 -0.738 -0.08
C 3.332 -1.943 -1.433 -0.17
C 3.014 -1.213 -2.598 -0.03
C 3.966 -0.304 -3.070 -0.07
C 5.217 -0.206 -2.490 -0.13
C 5.585 -0.787 -1.345 -0.11
C 4.690 -1.733 -0.828 -0.01
C -1.655 -0.437 -0.053 -0.08
N -0.980 0.553 0.863 -0.17
S -1.291 0.435 2.604 0.80
O -2.026 -0.867 2.973 -0.36
O -0.037 0.633 3.379 -0.32
C -2.614 1.650 2.923 -0.16
C -3.559 1.722 1.657 -0.21
C -3.330 2.543 0.459 -0.05
C -4.192 2.454 -0.573 -0.13
C -5.234 1.557 -0.577 -0.08
C -5.481 0.706 0.547 -0.05
C -4.639 0.821 1.679 -0.06
H 1.007 3.531 2.542 0.11
H 0.204 1.336 -0.450 0.13
H 1.480 -0.627 1.452 0.16
H 2.164 0.035 -0.001 0.07
H 0.464 -4.075 -2.140 0.14
H 2.726 -3.951 -1.257 0.13
H 2.959 -3.304 0.208 0.12
H 2.008 -1.333 -3.048 0.13
H 3.605 0.218 -3.947 0.10
H 5.964 0.395 -2.971 0.10
H 6.631 -0.870 -1.003 0.12
H 5.176 -2.312 -0.054 0.10
H -2.134 0.099 -0.903 0.13
H -2.473 -0.916 0.448 0.10
H -2.270 2.624 2.858 0.05
H -3.044 1.375 3.916 0.13
H -2.466 3.127 0.364 0.09
H -3.992 2.960 -1.560 0.13
H -5.816 1.560 -1.480 0.09
H -6.221 -0.060 0.536 0.09
H -4.885 0.206 2.566 0.13
```

Run B
Molecular formula: C21H21N3O4S
Method: DFT, ωB97M-V with the def2-TZVPD basis set

Its total charge is 0. The calculation puts the frontier orbital gap at 8.4 eV. For the molar mass, the calculation gives 411.5 g mol⁻¹. The multiplicity is 1. The HOMO energy comes out at -0.3012 Ha. As for the SMILES: CC(=O)Nc1ccc(NS(=O)(=O)c2cc(-c3cnc(C4CC4)o3)ccc2C)cc1.

The geometry in XYZ format:
```
50
Properties=species:S:1:pos:R:3:lowdin_charge:R:1
C -4.555 -0.278 -3.719 0.00
C -4.192 -0.731 -2.319 -0.51
O -4.625 -1.741 -1.815 0.07
N -3.326 0.131 -1.708 0.11
C -2.763 0.056 -0.430 -0.22
C -3.092 -0.939 0.484 0.00
C -2.476 -0.974 1.721 -0.01
C -1.534 -0.015 2.076 -0.32
N -0.855 -0.067 3.297 -0.04
S 0.831 0.025 3.244 0.69
O 1.285 -0.581 4.462 -0.29
O 1.216 1.377 2.984 -0.28
C 1.184 -0.964 1.786 -0.22
C 1.520 -0.252 0.656 0.00
C 1.621 -0.891 -0.578 -0.13
C 1.901 -0.123 -1.768 -0.20
C 1.994 -0.440 -3.099 -0.06
N 2.239 0.692 -3.811 0.14
C 2.292 1.648 -2.929 -0.32
C 2.535 3.058 -3.206 -0.19
C 3.348 3.871 -2.228 -0.09
C 1.882 4.104 -2.336 -0.10
O 2.092 1.223 -1.670 0.12
C 1.407 -2.271 -0.630 0.01
C 1.099 -2.971 0.517 -0.02
C 0.958 -2.334 1.750 -0.24
C 0.558 -3.114 2.961 -0.03
C -1.235 1.005 1.176 -0.03
C -1.839 1.034 -0.063 -0.01
H -3.662 -0.207 -4.336 0.08
H -5.038 0.696 -3.685 0.08
H -5.238 -0.999 -4.160 0.08
H -3.025 0.930 -2.249 0.14
H -3.817 -1.689 0.217 0.10
H -2.735 -1.755 2.421 0.11
H -1.161 -0.800 3.920 0.11
H 1.694 0.808 0.746 0.12
H 1.904 -1.387 -3.587 0.11
H 2.649 3.255 -4.262 0.14
H 3.718 3.365 -1.349 0.11
H 4.025 4.605 -2.634 0.10
H 1.254 3.757 -1.530 0.10
H 1.531 5.004 -2.817 0.10
H 1.482 -2.788 -1.573 0.12
H 0.940 -4.038 0.462 0.12
H 0.881 -2.611 3.868 0.06
H -0.526 -3.228 2.985 0.08
H 0.993 -4.111 2.927 0.09
H -0.527 1.763 1.468 0.11
H -1.594 1.826 -0.758 0.11
```

If we sort the structures by their calculated energies, the order from most to least stable is run B, run A.

Run A
Molecular formula: C6H11NO
Method: DFT, ωB97M-V with the def2-TZVPD basis set

Its total charge is +1. The calculation puts the frontier orbital gap (spin up / spin down) at 10.8 / 6.8 eV. For the molar mass, the calculation gives 113.2 g mol⁻¹. The multiplicity is 2. The HOMO energy (spin up / spin down) comes out at -0.5396 / -0.5319 Ha.

The geometry in XYZ format:
```
19
Properties=species:S:1:pos:R:3:lowdin_charge:R:1
C 0.398 -1.992 -0.153 -0.01
C 0.514 -0.581 0.227 -0.22
C 1.276 -0.013 1.222 0.09
N 1.091 1.364 1.200 0.11
C 0.324 1.642 0.061 0.08
C -0.014 0.465 -0.591 -0.19
C -0.576 0.351 -1.958 0.01
H 1.294 -2.332 -0.705 0.12
H -0.263 -2.286 -0.959 0.09
H 0.175 -2.576 0.746 0.11
H 1.991 -0.472 1.876 0.16
H 1.630 2.149 1.532 0.17
H 0.142 2.691 -0.143 0.16
H -1.445 0.977 -2.180 0.11
H 0.138 0.430 -2.749 0.10
H -0.942 -0.689 -2.112 0.10
H -1.522 -0.160 0.959 -0.02
H -2.060 0.936 2.098 0.06
O -2.150 0.098 1.628 -0.02
```

Run B
Molecular formula: C6H11NO
Method: DFT, ωB97M-V with the def2-TZVPD basis set

Its total charge is +1. The calculation puts the frontier orbital gap (spin up / spin down) at 6.7 / 7.1 eV. For the molar mass, the calculation gives 113.2 g mol⁻¹. The multiplicity is 2. The HOMO energy (spin up / spin down) comes out at -0.5264 / -0.5384 Ha.

The geometry in XYZ format:
```
19
Properties=species:S:1:pos:R:3:lowdin_charge:R:1
C -0.722 0.125 -0.954 -0.13
N -0.129 0.864 0.243 -0.05
C -0.693 0.282 1.532 -0.43
C -2.059 0.465 1.784 0.23
O 0.108 -0.289 2.230 0.14
C 1.275 0.651 0.127 -0.08
C 1.450 -0.823 -0.289 -0.13
C 0.241 -1.063 -1.192 -0.14
H -0.821 0.708 -1.883 0.12
H -1.763 -0.034 -0.662 0.12
H -2.731 1.184 1.333 0.10
H 1.628 1.446 -1.960 0.37
H -2.457 -0.069 2.642 0.10
H 0.981 1.387 -0.871 0.13
H 1.592 0.792 1.163 0.15
H 2.468 -1.088 -0.619 0.14
H 1.324 -1.430 0.615 0.13
H -0.214 -2.023 -0.990 0.12
H 0.523 -1.086 -2.247 0.12
```

If we sort the structures by their calculated energies, the order from most to least stable is run A, run B.